1.
20
Properties=species:S:1:pos:R:3 method="wB97M-V/def2-TZVPD" max_force_ha_per_bohr=0.0135 homo_lumo_gap_ev=9.357 lumo_ev=-3.32 multiplicity=1 charge=+1 e_homo_ev=-12.677 e_tot_ev=-9379.974
H -2.30043 1.39538 0.92551
H -0.79077 -3.31242 -1.87353
N -1.40127 1.51954 0.46119
H -0.73371 -1.08923 -2.51318
H 0.67634 1.68274 3.48914
C 0.03517 -1.28746 -1.77823
O 1.08506 1.94635 2.65478
H 0.90748 -3.24026 -1.34815
C -1.19946 0.34060 -0.42818
H -0.65258 1.72669 1.14152
H 0.96198 -1.11650 -2.32783
H -2.13635 0.04344 -0.87352
H -1.45733 2.34256 -0.14051
H -0.32996 -2.81188 -0.24938
H 1.90334 -0.61942 -0.06190
N 1.14080 0.04592 -0.06819
C -0.06087 -2.75071 -1.29859
H 1.15051 0.68787 0.70865
C -0.03593 -0.27184 -0.67769
H 2.01825 2.03853 2.89804


2.
127
Properties=species:S:1:pos:R:3 method="wB97M-V/def2-TZVPD" max_force_ha_per_bohr=0.0580 homo_lumo_gap_ev=9.027 lumo_ev=0.02 multiplicity=1 e_homo_ev=-9.005 e_tot_ev=-264809.148
H -35.77254 9.57262 -15.66617
O -27.72739 4.78876 -16.40214
N -25.79576 10.59103 -11.07852
C -22.10027 11.43650 -9.64549
C -22.35442 12.93776 -9.69461
H -29.60458 12.09538 -19.19438
C -32.22163 10.23993 -13.70229
H -23.22890 10.34611 -13.86247
Br -25.47044 6.74186 -11.41990
H -27.17255 11.92308 -16.31177
H -31.89443 11.22660 -14.06469
H -22.59894 4.59485 -16.81959
H -21.22937 3.69790 -16.99453
H -27.11697 4.26211 -18.25383
H -28.88477 1.94434 -13.13777
H -30.21331 7.68004 -16.17870
H -24.83655 10.85972 -10.87409
H -33.41465 8.70321 -14.50862
N -33.08596 10.57312 -12.55629
C -21.82518 4.14395 -16.17965
C -21.71290 10.89670 -10.99250
C -29.22316 7.61143 -16.64110
H -28.41142 9.93258 -15.77075
H -28.31930 13.88985 -9.16173
H -27.72897 13.11297 -17.32460
H -28.78080 12.71918 -15.96736
H -19.61655 6.38932 -15.41635
H -30.03120 10.17821 -16.25396
O -28.97350 8.78530 -17.41184
H -34.51260 9.80724 -16.93792
N -21.88426 7.80765 -16.03745
C -28.61739 11.13058 -17.57517
H -27.79514 10.85614 -18.24314
H -22.61527 7.23314 -15.61823
H -26.11923 12.62776 -10.68249
C -21.85452 4.26214 -10.76330
H -25.85222 2.55761 -11.04444
H -26.53654 3.27280 -15.55608
C -35.01407 10.24852 -16.06856
C -22.50183 3.16512 -11.60439
H -28.78981 4.77096 -12.74656
H -20.58251 10.28250 -8.79085
H -32.58259 11.15829 -11.89027
H -31.57172 8.32287 -12.97612
C -28.60490 13.82544 -10.22008
H -19.24254 6.54658 -11.16990
N -29.78103 11.56408 -18.34716
H -21.33457 8.00916 -15.20086
H -20.93186 7.04494 -11.14724
H -29.54141 3.53006 -14.75168
O -21.04650 4.99090 -15.38789
C -27.57802 3.52102 -15.78581
H -25.24102 3.99688 -10.21093
C -28.13562 4.61756 -13.60628
C -28.12453 12.29004 -16.71800
H -22.61670 4.99246 -10.47675
H -22.85778 3.52880 -12.57213
H -27.35398 2.30019 -13.34946
H -19.71355 8.55646 -17.08517
H -23.86570 1.57549 -11.37107
C -20.26616 5.90895 -16.15126
H -22.97222 8.97133 -12.95547
H -28.04828 5.56766 -14.13963
H -22.51948 13.35769 -8.70377
N -28.22657 2.20266 -13.85980
H -20.76453 8.26361 -18.50386
H -23.61627 2.29731 -9.83472
H -27.82484 14.23510 -10.86766
H -27.00590 6.03734 -17.83761
H -26.07046 10.11217 -10.21609
H -25.92373 12.37723 -13.08796
H -28.42593 10.62114 -10.77671
O -34.13773 10.62844 -15.03581
C -25.85176 7.80548 -12.96892
H -29.20519 6.75969 -17.31808
O -22.83982 10.70396 -11.82734
H -33.76080 11.27596 -12.86087
C -25.05630 3.30378 -11.03000
C -26.86431 12.07444 -12.63197
H -19.60767 5.33902 -16.81649
H -30.65481 9.49198 -12.27440
H -21.01705 5.22509 -12.52410
H -20.92623 11.49491 -11.46640
C -26.66673 11.79355 -11.13173
H -25.48854 8.78571 -12.66417
H -30.23556 10.74772 -18.75964
C -26.85960 5.01355 -17.50459
H -21.75081 6.42816 -17.61724
H -23.21844 13.11695 -10.33718
C -28.46742 3.47559 -14.57568
H -21.68878 2.47419 -11.84328
H -21.58187 10.05913 -13.36274
H -25.81618 4.93604 -17.18319
O -28.94630 12.54246 -10.68245
C -20.24296 6.23921 -10.86884
C -20.70311 4.94389 -11.51391
H -35.47628 11.14807 -16.47945
H -22.27814 3.34272 -15.60476
H -25.11300 3.83796 -11.97974
H -27.96162 2.81724 -16.53809
H -21.49132 13.44402 -10.13558
C -33.08187 9.69503 -14.83819
H -27.85854 11.48830 -9.29963
H -30.38820 9.08762 -13.97074
C -20.11883 7.80074 -17.75613
Br -25.03438 7.03770 -14.59855
H -19.83436 4.28447 -11.58509
H -27.32200 11.24807 -13.17208
C -27.97774 11.53566 -10.38573
H -29.51011 14.43504 -10.25647
H -27.58409 12.89481 -12.73116
H -19.36720 7.21339 -18.27611
H -28.48154 7.36233 -15.86406
H -32.55078 9.67157 -15.79274
H -27.14882 4.51444 -13.13625
Br -27.74436 8.07046 -13.18548
H -21.33610 9.87251 -10.83386
H -20.27284 11.90488 -8.82989
C -22.61699 10.00857 -13.01940
N -20.98896 11.20287 -8.68852
H -20.32748 6.20426 -9.77780
C -23.72122 2.55027 -10.89227
C -21.10118 6.95334 -16.91647
H -22.97707 10.99297 -9.17063
C -31.15433 9.30835 -13.22865
H -21.37452 3.84569 -9.87420
C -29.03607 9.98429 -16.66918


3.
11
Properties=species:S:1:pos:R:3 method="wB97M-V/def2-TZVPD" max_force_ha_per_bohr=0.0805 homo_lumo_gap_ev=8.835 lumo_ev=-1.07 multiplicity=1 e_homo_ev=-9.902 e_tot_ev=-86115.045
H 0.19267 -0.70601 -1.39524
H 1.48632 -1.58426 0.20315
H 1.78294 -0.17309 0.97165
O -2.52903 1.69449 1.11055
C -0.34237 0.78638 0.06815
C 1.65451 -0.54906 -0.00028
H -0.26234 0.93061 1.18932
H 2.53459 -0.62804 -0.66783
C 0.41563 -0.09758 -0.55119
Br -2.88769 -0.91539 -0.62750
S -2.04522 1.24195 -0.30079


4.
130
Properties=species:S:1:pos:R:3 method="wB97M-V/def2-TZVPD" max_force_ha_per_bohr=0.0673 homo_lumo_gap_ev=9.434 lumo_ev=0.00 multiplicity=1 e_homo_ev=-9.432 e_tot_ev=-68322.161
H -6.94418 5.43352 1.75186
C 2.67261 -6.97781 -0.40059
H -6.84660 -1.03917 2.62218
H 0.80557 -6.58507 0.62156
H 2.16356 1.21140 5.25925
C -2.93984 9.19208 0.80643
H 0.20013 -7.20334 4.46146
H -3.62633 9.59710 0.06294
H 7.40612 -3.89015 3.11175
H -4.14789 3.64334 -5.11297
H -6.34430 2.01478 -2.78836
C -0.11503 -3.56572 -6.71046
C -2.51459 7.69240 0.49257
O -4.10325 -1.66800 2.70902
H -0.18111 -3.18877 -7.73107
H 2.69116 -4.19038 -4.71946
H -2.46658 1.38808 -5.92504
C 1.17305 -4.23390 -6.30182
H 1.75978 -0.85148 0.74394
H 8.93914 -1.77655 5.32840
H 1.15284 -8.25891 0.52010
H 1.46529 -1.12040 -1.00326
H 2.15293 3.70333 -6.33796
H 3.80457 3.96198 -5.81064
H -1.54494 1.79627 -7.41610
H 9.58046 -5.00789 -1.40452
C -3.08723 3.89169 -5.07481
C 7.39332 -3.12339 -2.10365
H -1.98172 0.86789 -0.28712
H -5.74136 -1.26162 5.26396
H -1.66598 -0.69999 -0.87308
H -7.11205 -2.69594 3.15357
C 8.74572 -2.13664 3.28965
H 7.03320 -2.77343 4.35927
H 10.02139 -5.12233 -3.02388
H 0.35997 -1.73450 0.22986
H -1.01872 -4.14791 -6.53019
C -5.15777 -2.07201 4.82715
H 0.61354 -7.36913 -0.91980
O 3.02419 -5.82147 -0.33599
H -5.72268 2.97144 -1.49047
C 9.69148 -4.38497 -2.29207
C 8.45369 -3.69489 -2.97400
C 0.15149 -5.35855 5.52955
H -8.40647 3.74122 -3.24402
H 3.97242 -8.50244 0.28348
H 7.20698 -3.81543 -1.28240
H -1.06293 0.69544 -1.76070
C -2.41393 2.03301 -6.80219
C 7.41811 -2.82455 3.34077
H -7.37925 4.67518 -2.17633
C -2.35955 3.44921 -6.28590
O 1.77507 -4.95986 -7.04904
C -7.87319 2.84175 -1.34575
O 9.17729 -1.54441 2.31370
C -7.24872 5.37427 2.79677
C 1.00462 -0.89825 -0.04070
H 0.98489 -4.49675 -4.17742
O -3.09687 6.99718 -0.36188
C 0.08803 0.30749 0.04429
H -3.31396 2.03619 -7.41704
H -0.76666 6.50898 0.85283
H 4.40740 -7.75333 -1.32488
H 2.54081 3.95219 -2.68643
H -7.48402 6.40276 3.07050
H -9.13808 4.54788 -1.79413
H 0.50204 -3.27188 4.89060
C 1.85750 3.83495 -3.52752
H -6.27370 -2.33920 1.55664
H -1.85202 6.52188 2.16063
C -8.26525 4.04096 -2.20561
C 0.13533 -4.22355 4.50596
H 6.68813 -2.44745 2.62451
H 3.64947 2.02748 5.54994
C 2.66186 2.16945 5.11113
O -1.68440 4.23769 -6.91101
C 1.89263 3.34244 5.56266
O 8.30959 -3.64327 -4.19089
C 1.25333 -7.32819 -0.03827
C -1.43414 7.17746 1.39663
H -2.69847 3.45228 -4.15618
C -5.94125 4.95673 3.39418
H -4.67474 3.77315 2.20017
O -5.40220 5.70248 4.19894
H -0.89091 -4.09326 4.16251
H 3.26242 2.39456 -6.46553
O 2.28233 4.03262 6.46405
C 2.99292 3.23457 -5.82534
C 9.58151 -2.11029 4.51349
H 3.06497 -8.94016 -1.13180
H 6.47595 -2.96631 -2.67098
H -6.32638 1.26454 -1.25345
H -3.01220 4.97842 -5.03626
C -0.50758 -6.64626 5.07538
H 0.78161 3.84285 3.86095
H -0.82934 7.95579 1.86194
H -4.15383 -2.15816 5.24284
H 2.83880 2.25900 4.03932
C -5.09762 -1.94780 3.31851
O 0.73192 -5.22632 6.57482
H 0.79749 -4.46857 3.67553
C -6.43635 -2.04864 2.59453
H 10.43249 -1.43893 4.39856
H -5.66137 -2.98681 5.13958
H 0.02110 4.46686 5.38360
H -2.05770 9.79849 1.01185
C -1.19804 0.27826 -0.76280
H -0.12544 -2.66586 -6.09543
H 7.67315 -2.13582 -1.73692
C 0.56438 3.64843 4.91124
H -1.30406 -6.40504 4.37143
H 1.74156 4.83540 -3.94436
H -6.15496 2.89408 2.65474
H 0.90347 3.55245 -3.08240
O 0.40990 1.41421 0.51707
C 2.42122 2.75334 -4.48791
C 1.63294 -4.00289 -4.90146
H -8.07201 4.66101 2.83628
O 2.34222 1.56050 -4.25689
H -3.54020 9.10445 1.71196
C -6.48671 2.23178 -1.72972
O -8.52527 2.39216 -0.43015
H 10.42226 -3.59314 -2.12754
H -0.85432 -7.24127 5.92026
H 10.00229 -3.08198 4.77210
C -5.38997 3.58868 3.00174
H -4.84302 3.14869 3.83562
C 3.61475 -8.11890 -0.67207
H -0.05507 2.76159 4.77742
H 1.58253 -2.93891 -4.67012


Calculated values (g/mol) of molar mass for the records, taken in order: 105.16, 873.74, 169.04, 755.04.